{"formula": "C11H20NO4P", "method": "the ωB97M-V functional and the def2-TZVPD basis", "symbols": ["O", "N", "O", "O", "O", "C", "C", "C", "C", "C", "C", "C", "C", "C", "C", "C", "P", "H", "H", "H", "H", "H", "H", "H", "H", "H", "H", "H", "H", "H", "H", "H", "H", "H", "H", "H", "H"], "positions_angstrom": [[0.9555, 1.0708, 1.9400], [-0.5593, 0.3032, -1.3320], [-0.1594, 1.2715, -0.3089], [1.8138, -0.4423, 0.0491], [2.4106, 2.1372, 0.2026], [-1.5250, -0.5437, -0.9558], [2.2735, -2.2902, 1.3652], [1.9366, 4.0663, 1.5536], [2.8580, -1.0304, 0.8344], [2.1269, 3.5086, 0.1652], [-1.8705, -1.2439, -3.5152], [-1.1402, -2.3731, -2.9543], [-3.0318, 0.0437, 1.1810], [-3.1384, -1.4369, 1.1827], [-2.0607, -1.5576, -2.0224], [-1.8874, -0.7681, 0.5284], [1.2450, 0.9790, 0.5465], [1.2475, -2.0612, 1.8069], [2.0774, -3.0244, 0.6078], [2.9177, -2.8005, 2.0346], [1.6839, 5.1309, 1.3678], [0.9960, 3.5990, 1.9137], [2.7538, 3.9812, 2.2465], [3.1551, -0.3053, 1.6596], [3.6480, -1.2652, 0.1309], [2.9331, 4.0519, -0.2710], [1.2308, 3.7846, -0.3676], [-2.8100, -1.3748, -4.0546], [-1.1249, -0.4990, -3.7617], [-1.5036, -3.2877, -3.4438], [-0.0873, -2.3193, -2.8318], [-3.5814, 0.5414, 0.4016], [-2.8462, 0.6547, 2.0938], [-4.0464, -1.8117, 0.6324], [-2.8599, -1.8142, 2.2069], [-3.0512, -1.8613, -1.8391], [-0.9793, -1.0133, 1.0069]], "atomic_forces_ev_per_a": [[-0.6, -0.2, 2.8], [-2.5, -1.7, 0.2], [1.5, -1.4, 0.4], [-0.8, 2.3, -0.7], [-1.3, -3.0, -1.1], [1.9, 0.0, -0.1], [-2.1, 0.0, 0.6], [-2.1, 0.7, -0.5], [0.1, 0.6, 0.8], [-0.2, 0.9, 1.4], [0.4, 1.4, 0.6], [-1.9, -1.8, -0.3], [1.7, 0.8, 0.3], [0.0, 0.3, 0.1], [2.1, 2.2, -0.4], [-1.9, 0.4, -1.2], [0.5, 1.1, -2.7], [1.5, -0.3, -0.1], [-0.1, -0.1, -0.9], [0.5, -0.2, 1.1], [0.3, -0.3, 0.5], [0.8, 0.3, 0.5], [0.3, -0.2, 0.1], [-0.1, -1.0, -1.1], [0.5, 0.4, 0.1], [0.9, -0.2, -0.8], [-0.4, -0.4, -0.6], [0.8, 0.0, -0.4], [-0.9, 0.9, -0.2], [0.3, -0.2, 1.2], [0.6, 0.3, 0.2], [-0.3, 0.3, 0.0], [-0.2, -0.7, -0.8], [1.4, -0.1, 0.7], [-0.6, -0.3, -1.5], [-0.8, -0.8, 0.5], [0.7, 0.2, 1.1]], "mulliken_charge": [-0.6073, -0.5136, -0.2086, -0.2349, -0.3368, 0.2690, -1.0444, -0.9652, -0.2818, -0.3184, -0.5382, -0.5651, -0.5593, -0.6051, -0.4366, 0.2541, 0.8798, 0.1751, 0.3160, 0.4001, 0.3671, 0.2781, 0.2638, 0.3554, 0.2846, 0.3527, 0.2815, 0.2741, 0.2594, 0.2895, 0.2345, 0.2973, 0.2291, 0.2496, 0.2518, 0.3959, 0.2566], "fmax_ev_per_a": 3.46, "total_charge": 0, "homo_energy_ha": -0.3538, "smiles": "CCOP(=O)(OCC)ON=C(C1CC1)C1CC1", "relative_energy_kcal_mol": 90.84, "e_lumo_ev": 0.93}